[1]
ORCA calculation (ωB97M-V/def2-TZVPD) on one molecule with the formula C7H15ClSi at a distorted geometry.

Element x y z (Å)
C  -1.444968  -0.941396  0.015199
C  -0.146004  -0.821091  -0.424315
C  -2.475419  -1.955572  -0.507414
C  -1.904897  -0.215426  1.252624
C  1.348640  0.406120  1.647284
C  0.748334  2.379333  -0.622314
C  2.538784  -0.173445  -1.396117
Si  1.236969  0.566451  -0.229520
Cl  0.175518  -1.750577  -2.016752
H  -3.445888  -1.869915  0.014300
H  -2.484673  -1.730503  -1.566353
H  -1.989432  -2.888267  -0.274573
H  -1.873877  -0.655576  2.150974
H  -1.364166  0.785090  1.392731
H  -3.002091  0.069370  1.121692
H  0.888400  -0.559715  1.981577
H  2.299752  0.706485  2.106160
H  0.769781  1.191926  2.030304
H  -0.252793  2.491214  -1.142698
H  0.372779  2.660586  0.416869
H  1.404225  3.101295  -0.962394
H  2.960907  -1.183279  -1.180912
H  2.216340  -0.029109  -2.393516
H  3.423779  0.416003  -1.412836

Forces on atoms 1 to 6 (eV/Å):
-6.92 -0.46 2.94
6.21 0.42 -3.60
1.54 1.65 0.78
-0.73 4.12 -3.96
0.93 -0.60 -0.25
-3.63 -1.61 2.10

As for the multiplicity: 3. Its expectation value of S² is 2.01. The value obtained for the largest force on an atom is 7.5 eV/A. Its total energy is -27897.6445 eV. For the gap between HOMO and LUMO (spin up / spin down), the calculation gives 6.138 / 8.136 eV. The charge is 0.


[2]
ORCA calculation (ωB97M-V/def2-TZVPD) on one molecule with the formula C7H10 at a distorted geometry.

Element x y z (Å)
C  0.978106  1.086966  2.776035
C  1.878875  0.908455  1.488792
C  0.671268  0.521134  -0.913602
C  -0.292983  -0.705844  -0.990500
C  -0.852935  -1.017871  -2.207051
C  1.567824  0.736364  0.235726
C  -1.921124  -1.905652  -2.444436
H  -0.132072  1.073651  2.545058
H  0.996482  0.169185  3.467178
H  2.815889  0.851644  1.920710
H  1.253632  0.426112  -1.912584
H  0.103825  1.486835  -1.014324
H  -0.708716  -0.947097  0.026049
H  -0.504866  -0.690592  -3.188642
H  -2.447281  -1.980573  -3.321028
H  -2.355384  -2.609562  -1.750967
H  1.094997  2.067234  3.389456

Forces on atoms 1 to 6 (eV/Å):
-2.46 -0.10 0.42
-2.83 0.19 1.27
0.11 -0.08 -1.70
0.36 2.11 1.51
-1.40 -1.83 -0.64
0.21 -0.78 0.11

As for the multiplicity: 1. The value obtained for the largest force on an atom is 3.1 eV/A. Its total energy is -7415.1703 eV. For the gap between HOMO and LUMO (spin up / spin down), the calculation gives 8.199 / 7.299 eV. The charge is 0.


[3]
ORCA calculation (ωB97M-V/def2-TZVPD) on C13H19Cl2NRu as an isolated structure at a distorted geometry.

Element x y z (Å)
Ru  -0.302435  0.470567  0.327302
Cl  -0.020256  2.463931  -0.809572
Cl  -0.188332  1.386417  2.373803
C  1.307812  -0.792679  -0.890068
H  2.246150  -1.362884  -0.990842
H  1.971127  -0.043910  -0.241819
C  -0.878028  -0.628115  -1.488190
C  0.505693  -1.326265  -1.928586
H  -1.471834  -1.441237  -1.098205
C  1.039695  -1.022312  -3.325316
H  0.470432  -2.420199  -1.742024
C  0.714118  0.444923  -3.680146
H  2.107207  -1.189329  -3.468121
H  0.509792  -1.704266  -3.958509
C  -0.771912  0.668786  -3.754930
H  1.140368  1.117557  -2.926915
H  1.173810  0.687897  -4.634831
C  -1.552639  0.206278  -2.526612
H  -0.981418  1.729959  -3.914456
H  -1.177478  0.135697  -4.621912
H  -2.027608  1.062736  -2.048557
H  -2.384408  -0.440341  -2.812930
C  -1.636979  -4.601250  3.924498
C  -1.318241  -3.525948  2.924395
C  -0.064122  -3.476207  2.288019
C  0.218768  -2.404386  1.445912
N  -0.617934  -1.382789  1.251843
C  -1.877416  -1.485039  1.770865
C  -2.246129  -2.543531  2.616543
H  -1.535146  -5.601596  3.478707
H  -0.959723  -4.564843  4.791522
H  -2.665656  -4.464729  4.284692
H  0.687715  -4.245569  2.449076
H  1.155731  -2.343932  0.876692
H  -2.525781  -0.675151  1.511961
H  -3.245545  -2.527242  3.055112

Forces on atoms 1 to 6 (eV/Å):
0.36 -0.03 -2.30
-0.14 0.08 -0.14
0.07 0.31 1.23
7.02 -0.29 2.76
0.45 -0.51 0.15
-2.79 0.00 -1.27

As for the multiplicity: 5. Its expectation value of S² is 6.02. The value obtained for the largest force on an atom is 7.6 eV/A. Its total energy is -42902.0587 eV. For the gap between HOMO and LUMO (spin up / spin down), the calculation gives 7.367 / 7.331 eV. The charge is 0.


[4]
ORCA calculation (ωB97M-V/def2-TZVPD) on C20H31BBrF6IN3O7 as an isolated structure at a distorted geometry.

Element x y z (Å)
C  1.070868  -1.330068  -0.348378
C  0.469822  -0.193291  -1.032254
C  -0.767865  0.498937  -0.279284
N  -1.513558  1.514394  -1.109979
I  -2.003468  0.519762  -2.905132
C  -2.837797  1.831629  -0.452661
C  -3.247693  3.346918  -0.770896
N  -4.578107  3.748452  -0.224356
C  -5.544505  2.921564  -0.589506
C  -5.804938  2.344342  -2.057386
C  -6.530465  2.415764  0.599708
O  -2.274998  4.185579  -0.069674
C  -0.936182  4.022281  -0.606038
C  -0.604852  5.299889  -1.575205
C  -0.936945  6.696293  -0.873562
O  -0.058179  7.356461  -0.283059
Br  -2.786416  7.464078  -0.964213
B  0.102425  4.158227  0.662003
N  1.584265  4.174691  0.547222
O  -0.456062  4.319605  1.982109
C  -0.712066  2.718252  -1.515574
H  2.119327  -1.140022  0.084876
H  0.519547  -2.317803  -0.202927
H  0.891411  0.144593  -2.039972
H  -1.513254  -0.361081  -0.058899
H  -0.498485  0.959704  0.728777
H  -3.581348  1.043123  -0.798466
H  -2.773446  1.738733  0.697535
H  -3.289339  3.585756  -1.906838
H  -5.542870  3.059591  -2.906240
H  -6.911294  2.019771  -2.131899
H  -5.206750  1.354948  -2.134311
H  -7.468691  3.056393  0.687688
H  -5.881633  2.460744  1.552463
H  -6.740977  1.300119  0.428350
H  0.511894  5.245149  -1.860322
H  -1.197985  5.143116  -2.547691
H  1.901490  4.107535  -0.427848
H  2.008533  3.461513  1.153097
H  -1.011008  3.557937  2.248041
H  -1.002450  3.009237  -2.595743
H  0.424342  2.528305  -1.558642
C  7.051529  -3.223691  0.670992
C  6.171969  -3.967012  -0.314840
O  5.277732  -3.058690  -0.978976
C  5.785879  -2.396148  -2.039559
O  6.912001  -2.521944  -2.440947
C  4.716522  -1.511162  -2.674043
F  3.994307  -0.829972  -1.755937
F  3.831081  -2.230469  -3.396507
F  5.229284  -0.591273  -3.509433
H  6.441081  -2.649079  1.372484
H  7.675122  -3.921124  1.233638
H  7.703007  -2.512149  0.158326
H  5.548798  -4.687382  0.219325
H  6.765734  -4.530383  -1.039470
C  -1.919724  -5.156922  3.755209
C  -0.842836  -6.199773  3.529840
O  0.000157  -5.825590  2.427822
C  0.995332  -4.960517  2.711173
O  1.202859  -4.500249  3.803088
C  1.837760  -4.693084  1.466709
F  1.084766  -4.488974  0.362065
F  2.656938  -5.725589  1.182773
F  2.624361  -3.607513  1.593249
H  -2.484764  -4.983936  2.835492
H  -2.608932  -5.477207  4.538928
H  -1.484140  -4.198261  4.047078
H  -1.304303  -7.152643  3.263161
H  -0.251822  -6.370384  4.433447

Forces on atoms 1 to 6 (eV/Å):
-0.67 2.08 -0.85
0.24 -1.31 1.73
0.13 -2.83 -0.54
0.02 -0.69 -0.23
-0.06 -0.23 -0.43
-1.62 0.91 1.21

As for the multiplicity: 1. The value obtained for the largest force on an atom is 5.3 eV/A. Its total energy is -135157.8630 eV. For the gap between HOMO and LUMO, the calculation gives 6.203 eV. The charge is +1.